# 1
A 10-piece molecular cluster, C35H73Br2N3O21 overall. Source: the Open Molecules 2025 dataset; level of theory: the ωB97M-V functional and the def2-TZVPD basis.

```
134
Properties=species:S:1:pos:R:3
C 0.5311 5.6591 2.5852
C 0.8260 4.4093 3.3748
O 2.2403 4.2388 3.4815
C 2.8375 3.3034 2.7595
O 2.3518 2.6805 1.8555
O 4.0922 3.1917 3.1752
C 4.8843 2.2221 2.4946
H 1.0816 5.5972 1.6486
H 0.7706 6.5497 3.1656
H -0.5364 5.7283 2.3715
H 0.3216 3.5980 2.8350
H 0.3384 4.3568 4.3471
H 5.8223 2.1352 3.0330
H 5.1099 2.5593 1.4792
H 4.3888 1.2567 2.4473
C -0.8595 -2.8994 -0.3020
C -0.4083 -4.3286 -0.0892
O -0.2790 -4.9815 -1.3785
C -0.1867 -6.3095 -1.3583
O -0.2740 -7.0244 -0.3981
O 0.0186 -6.7261 -2.6173
C 0.0909 -8.1208 -2.7893
H -1.9082 -2.8536 -0.6018
H -0.2757 -2.3969 -1.0661
H -0.7164 -2.3971 0.6600
H -1.1016 -4.8614 0.5554
H 0.6034 -4.3407 0.3221
H -0.8911 -8.4922 -3.0913
H 0.4007 -8.6419 -1.8862
H 0.8080 -8.3552 -3.5727
C -1.7793 -0.2389 -4.5855
C -1.2559 -1.3090 -5.5284
O 0.1392 -1.5914 -5.3520
C 0.5198 -2.1835 -4.2196
O -0.2034 -2.5863 -3.3576
O 1.8479 -2.2973 -4.2288
C 2.3414 -3.2871 -3.3113
H -2.7641 0.1440 -4.8405
H -1.1504 0.6590 -4.6302
H -1.6684 -0.6387 -3.5770
H -1.2921 -0.9549 -6.5589
H -1.8579 -2.2158 -5.4660
H 2.1981 -2.9327 -2.2904
H 3.4007 -3.4292 -3.4985
H 1.8333 -4.2395 -3.4543
C 8.4454 1.4895 -0.2231
C 7.5938 0.4910 -0.9637
O 6.4478 1.1230 -1.5336
C 5.2823 0.8967 -0.9483
O 5.0973 0.2758 0.0660
O 4.3309 1.4683 -1.6896
C 2.9948 1.2380 -1.2642
H 8.7372 2.2641 -0.9386
H 9.3826 1.0217 0.0916
H 8.0108 1.9241 0.6731
H 7.2759 -0.3037 -0.2870
H 8.1648 0.0587 -1.7802
H 2.6555 1.8828 -0.4539
H 2.8390 0.1944 -0.9732
H 2.3251 1.3674 -2.1146
C -4.6169 -6.0451 -0.0187
C -5.4832 -4.9842 -0.6325
O -4.6224 -3.9559 -1.1473
C -5.0594 -2.7014 -1.0622
O -6.1044 -2.3392 -0.5875
O -4.1190 -1.9183 -1.5861
C -4.4085 -0.5138 -1.6151
H -3.7877 -6.2159 -0.7274
H -5.0875 -7.0281 -0.0116
H -4.1007 -5.8104 0.9089
H -6.2079 -4.5716 0.0667
H -6.0375 -5.3956 -1.4772
H -3.4490 -0.0012 -1.6736
H -4.8870 -0.2105 -0.6846
H -5.0007 -0.2447 -2.4865
C -0.6978 0.6378 5.3897
C 0.6260 1.3083 5.0357
O 1.7197 0.3888 5.1605
C 1.9402 -0.3830 4.1075
O 1.2382 -0.4766 3.1332
O 3.0436 -1.0891 4.3169
C 3.5809 -1.7354 3.1624
H -0.8460 0.6013 6.4671
H -0.6792 -0.3892 5.0226
H -1.5346 1.1502 4.9143
H 0.8431 2.1154 5.7321
H 0.6488 1.7144 4.0256
H 3.8759 -1.0191 2.3976
H 2.8393 -2.3922 2.6987
H 4.4050 -2.3436 3.5134
C 1.3410 3.3232 -4.3105
N 1.2975 3.1831 -5.7460
C 1.3155 1.8394 -6.2725
C 1.3137 4.2655 -6.5660
O 1.3158 4.2284 -7.7725
H 2.3457 3.0786 -3.9448
H 0.5764 2.7400 -3.8000
H 1.2220 4.3786 -4.0592
H 2.1942 1.2777 -5.9018
H 0.4941 1.2726 -5.8375
H 1.5129 1.8155 -7.3377
H 1.3206 5.2087 -5.9909
C -5.0442 3.4037 3.5997
N -4.0979 4.4482 3.8817
C -3.9535 5.4551 2.8755
C -3.1360 4.2714 4.8014
O -2.1847 5.0067 4.9844
H -6.0631 3.8069 3.5770
H -5.0104 2.6460 4.3784
H -4.8727 3.0070 2.5957
H -3.4917 5.0785 1.9563
H -4.9202 5.8626 2.5702
H -3.3637 6.2678 3.2976
H -3.3234 3.3705 5.4118
C -0.5199 0.7447 -0.1453
N -1.4119 1.8761 -0.0477
C -0.8885 3.1669 -0.4811
C -2.6349 1.7409 0.5156
O -3.4567 2.6196 0.6572
H -0.1713 0.6344 -1.1792
H -1.0663 -0.2009 -0.0223
H 0.2582 0.7095 0.6207
H -0.0706 3.4804 0.1607
H -0.5735 3.0526 -1.5212
H -1.6683 3.9223 -0.4244
H -2.7724 0.7067 0.8820
Br -0.7068 -4.0767 3.4596
C -2.5142 -3.3579 3.2385
C -2.4549 -1.8581 3.3299
Br -4.0410 -1.1056 2.4872
H -3.1587 -3.8293 3.9747
H -2.8622 -3.7470 2.2836
H -1.5914 -1.3592 2.9018
H -2.4874 -1.5547 4.3749
```

Summary:
- ΔE to the lowest compared entry with this formula, charge and spin (kJ/mol) = 0.0
- highest occupied orbital energy (eV) = -9.28
- net charge = 0
- SMILES = CCOC(=O)OC.CCOC(=O)OC.CCOC(=O)OC.CCOC(=O)OC.CCOC(=O)OC.CCOC(=O)OC.CN(C)C=O.CN(C)C=O.CN(C)C=O.BrCCBr
- multiplicity = 1


# 2
One molecule with the formula C4H6Cl2S2. Source: the Open Molecules 2025 dataset; level of theory: the ωB97M-V functional and the def2-TZVPD basis.

```
14
Properties=species:S:1:pos:R:3
C 0.3060 -1.0514 1.3066
C -0.4177 0.2235 1.0045
Cl -0.4267 1.4692 2.3451
C -0.0084 0.9789 -0.3771
Cl 1.7023 1.3895 -0.4417
C -0.5128 0.0973 -1.6633
S -2.0941 -0.0190 -1.7443
S 0.5725 -0.6964 -2.6633
H 0.2210 -1.7814 0.5169
H -0.1768 -1.5767 2.2294
H 1.3526 -0.9725 1.4022
H -1.5652 -0.0196 0.9515
H -0.4869 1.8951 -0.5539
H 1.5341 0.0635 -2.3126
```

Summary:
- ΔE to the lowest compared entry with this formula, charge and spin (kJ/mol) = 72.9
- highest occupied orbital energy (eV) = -9.05
- net charge = 0
- SMILES = C[C@@H](Cl)[C@@H](Cl)C(=S)S
- multiplicity = 1


# 3
C16H7AsCdCl5N3S5 as an isolated structure. Source: the Open Molecules 2025 dataset; level of theory: the ωB97M-V functional and the def2-TZVPD basis.

```
38
Properties=species:S:1:pos:R:3
Cd -0.8012 -0.7093 -1.4243
N 1.5080 -0.7174 2.5663
C 0.2366 -0.7805 3.1164
C -0.2153 -0.8709 4.4309
C -1.5862 -0.9511 4.5919
C -2.4667 -0.9561 3.4948
C -2.0118 -0.8690 2.1944
C -0.6307 -0.7605 2.0241
N 0.1099 -0.6797 0.8428
C 1.3474 -0.6764 1.2082
C 2.5000 -0.6329 0.2968
C 3.8074 -0.5753 0.6539
S 4.7841 -0.5359 -0.7388
C 3.3709 -0.6484 -1.7111
N 2.2616 -0.6870 -1.0550
H 2.3787 -0.7612 3.0604
H 0.4610 -0.8902 5.2766
H -1.9912 -1.0327 5.5939
H -3.5280 -1.0752 3.6673
H -2.6721 -0.9208 1.3351
H 4.2396 -0.5341 1.6399
H 3.4279 -0.6828 -2.7898
Cl -0.4084 0.1202 -4.5062
C -0.2472 1.5598 -3.5240
C -0.2758 1.4167 -2.1401
C -0.1276 2.5904 -1.4297
Cl -0.1278 2.5315 0.3307
C 0.0359 3.8423 -2.0267
Cl 0.2289 5.2810 -1.0719
C 0.0543 3.9370 -3.4130
Cl 0.2624 5.4773 -4.1852
C -0.0888 2.7808 -4.1749
Cl -0.0530 2.8869 -5.9063
S -3.8146 -4.1960 -2.8430
As -2.8340 -3.1923 -1.2367
S -3.2902 -0.9919 -1.2997
S -0.6065 -3.1877 -1.5902
S -3.2375 -3.9087 0.7421
```

Summary:
- ΔE to the lowest compared entry with this formula, charge and spin (kJ/mol) = 142.5
- highest occupied orbital energy (eV) = -0.80
- net charge = -2
- multiplicity = 1


# 4
C3H5FN2 as an isolated structure. Source: the Open Molecules 2025 dataset; level of theory: the ωB97M-V functional and the def2-TZVPD basis.

```
11
Properties=species:S:1:pos:R:3
C 0.5628 0.5110 -0.7511
C 0.3576 -0.7839 -1.0383
C 0.3011 0.9705 0.6666
N -0.1852 -0.1809 1.3670
N -0.1021 -1.5001 0.0503
F -1.3595 -2.0112 -0.1746
H 0.7017 1.2392 -1.4184
H 0.3057 -1.3658 -1.9829
H 1.2319 1.2570 1.0695
H -0.5539 1.8527 0.7573
H -1.2600 0.0115 1.4546
```

Summary:
- ΔE to the lowest compared entry with this formula, charge and spin (kJ/mol) = 338.8
- highest occupied orbital energy (alpha / beta) (eV) = -6.38 / -8.84
- net charge = 0
- multiplicity = 3


> What is the formula in the fourth record?

C3H5FN2


> Among the records above, which one has the lowest ΔE to the lowest compared entry with this formula, charge and spin?

C35H73Br2N3O21